Formula: C33H26ClN7O8S3Y
Source: the OMol25 dataset
Level of theory: wB97M-V/def2-TZVPD

Values from the calculation:
E_HOMO   -5.7 eV
Orbital gap   0.2772 Eh
Energy   -3951.8420 Eh
Total charge   -1
LUMO level   1.84 eV
Energy above the lowest of the compared OMol25 structures with the same formula, charge and spin   0.00 kJ/mol

The geometry in XYZ format:
```
79
C33H26ClN7O8S3Y wB97M-V/def2-TZVPD
Y -0.70714 -0.01497 0.80430
N -4.57758 -0.87824 3.43348
C -3.43204 -0.42445 2.80903
S -3.40590 -0.47668 1.05964
N -2.56943 0.08946 3.62652
N -1.43539 0.66494 3.13348
C -0.63158 1.22425 3.97730
C -0.85406 1.20373 5.47161
C -1.69955 2.08917 6.13112
C -1.84871 2.07248 7.51670
C -1.16650 1.10967 8.22904
C -0.42212 0.11748 7.58417
C -0.22900 0.18662 6.20698
C 0.68889 1.73408 3.49075
C 1.46835 2.52407 4.34703
C 2.77962 2.84242 3.93978
C 3.25746 2.31586 2.75464
C 2.40105 1.60161 1.94343
N 1.17379 1.24449 2.33113
H -5.21909 -1.39716 2.88796
H -4.62909 -0.88806 4.42039
H -2.24036 2.91352 5.61386
H -2.43898 2.82217 8.03918
H -1.26428 1.05258 9.30584
H 0.08483 -0.60381 8.17513
H 0.39608 -0.57010 5.73093
H 1.10329 2.83729 5.27802
H 3.43816 3.45722 4.53236
H 4.29643 2.50395 2.44344
H 2.73011 1.23951 0.95777
O 1.83443 -1.29049 -2.22352
S 2.39858 -0.72035 -1.00675
O 3.60004 0.07617 -1.15026
O 1.47004 -0.00219 -0.07349
C 2.94037 -2.18319 -0.05429
C 4.28926 -2.52224 -0.25435
C 4.83452 -3.70758 0.24817
C 4.02161 -4.56351 1.01513
C 2.67572 -4.26232 1.16437
C 2.14346 -3.08314 0.66371
S 0.33056 -2.84828 1.01424
O 0.33051 -1.85361 2.12202
O -0.22593 -4.15369 1.24592
O -0.23256 -2.15662 -0.15502
H 4.87264 -1.80286 -0.80569
H 5.86686 -3.97144 0.12502
H 4.48382 -5.43750 1.42176
H 2.02868 -4.90437 1.75036
Cl -2.33583 4.90212 2.89244
C -2.41309 3.55819 1.73371
C -1.12699 3.36726 0.96291
O -0.37242 4.28153 0.71568
O -1.01203 2.14842 0.49961
H -3.16074 3.87027 1.00388
H -2.77774 2.67990 2.20533
N -0.85160 -1.28939 -6.57108
C -0.68538 -1.03972 -7.91544
C -0.31111 -1.86111 -8.96673
C -0.12192 -1.22549 -10.17470
C -0.30443 0.18120 -10.33328
C -0.59519 0.98037 -9.23969
C -0.80481 0.35481 -8.03111
N -1.00925 0.90530 -6.78261
C -1.04818 -0.08331 -5.94130
C -1.14543 -0.03765 -4.47610
C -1.21851 -1.25991 -3.76960
C -1.29686 -1.20807 -2.37845
N -1.25802 -0.10856 -1.67326
C -1.21665 1.07856 -2.36232
C -1.17534 1.14562 -3.74073
H -0.73696 -2.17350 -6.14000
H -0.18038 -2.92788 -8.85607
H 0.15400 -1.76369 -11.06995
H -0.13630 0.61378 -11.32702
H -0.64892 2.04424 -9.36580
H -1.12992 -2.22689 -4.25418
H -1.40211 -2.13198 -1.82227
H -1.21465 1.96148 -1.72979
H -1.17308 2.05822 -4.31442
```

Löwdin population analysis, charges in e, atoms 1 to 6: number 1, Y, carries 1.341; number 2, N, carries 0.063; number 3, C, carries -0.866; number 4, S, carries 0.524; number 5, N, carries -0.006; number 6, N, carries -0.018

Formula: C33H26F12N4O3Ta
Source: the OMol25 dataset
Level of theory: wB97M-V/def2-TZVPD

Values from the calculation:
E_HOMO   -11.1 eV
Orbital gap   0.2460 Eh
Energy   -2973.2459 Eh
Total charge   +1
LUMO level   -4.43 eV
Energy above the lowest of the compared OMol25 structures with the same formula, charge and spin   122.36 kJ/mol

The geometry in XYZ format:
```
79
C33H26F12N4O3Ta wB97M-V/def2-TZVPD
Ta -0.07403 -1.34731 -0.22357
C 2.64120 -2.92777 1.59040
C 1.77844 -1.81298 2.08998
C 0.34842 -1.94033 2.02806
C -0.47062 -1.02959 2.78361
C -1.86919 -1.39526 3.15722
C 0.11449 0.11986 3.26233
C 1.50048 0.31723 3.19016
C 2.11115 1.53739 3.80047
C 2.31832 -0.67476 2.64414
H 2.15136 -3.51620 0.81296
H 2.84943 -3.59936 2.42780
H 3.59193 -2.56532 1.20509
H -0.02440 -2.96144 1.89654
H -1.82051 -1.91966 4.11613
H -2.33561 -2.06629 2.44087
H -2.49547 -0.51561 3.29286
H -0.49500 0.84886 3.78370
H 2.24790 1.37076 4.87229
H 1.46503 2.40480 3.68069
H 3.08517 1.75455 3.36529
H 3.39229 -0.54775 2.66014
C 3.87502 4.52074 0.75751
C 2.81773 3.48492 0.50250
C 1.54490 3.58871 1.05247
C 0.57884 2.63421 0.79552
C 0.83449 1.53910 -0.02884
N -0.26685 0.64773 -0.30626
C -1.47629 1.34101 -0.69076
C -1.36403 2.59251 -1.29901
C -2.46997 3.35644 -1.61632
C -3.75464 2.90576 -1.34262
C -4.97073 3.72426 -1.66574
C -3.87526 1.62326 -0.83006
C -2.77531 0.82314 -0.53244
C -3.01015 -0.66222 -0.33577
O -1.92242 -1.28456 0.27771
C -3.02565 -1.29269 -1.75765
F -1.76540 -1.04175 -2.25522
F -3.17486 -2.61310 -1.72929
F -3.89178 -0.77373 -2.59647
C -4.27606 -1.04379 0.46567
F -5.38413 -0.92763 -0.26858
F -4.19574 -2.31061 0.87938
F -4.40034 -0.26934 1.54599
C 2.14398 1.37271 -0.50384
C 3.09547 2.35607 -0.25682
C 2.51703 0.05306 -1.16456
O 1.76335 -0.93049 -0.51181
C 2.16697 0.01608 -2.67414
F 2.89947 0.89030 -3.35591
F 2.35094 -1.20124 -3.17717
F 0.87191 0.33368 -2.83212
C 3.99789 -0.36184 -0.94958
F 4.31822 -0.24958 0.35027
F 4.17358 -1.63943 -1.28762
F 4.85539 0.37567 -1.64875
H 3.43071 5.48650 0.99305
H 4.52138 4.64589 -0.11024
H 4.50741 4.23228 1.59980
H 1.29518 4.43663 1.67928
H -0.41412 2.75869 1.20741
H -0.38418 2.98901 -1.52256
H -2.32446 4.32209 -2.08419
H -4.71412 4.77385 -1.79774
H -5.71710 3.65156 -0.87513
H -5.43488 3.37607 -2.59031
H -4.87055 1.22157 -0.69996
H 4.09251 2.24028 -0.65855
N -0.23998 -5.28356 -1.01976
C -0.19967 -4.18926 -1.79739
O -0.07542 -3.03555 -1.14969
C -0.25371 -4.22111 -3.16585
C -0.17508 -3.02701 -3.92707
N -0.12973 -2.05460 -4.54028
C -0.40413 -5.49453 -3.78219
N -0.56226 -6.56609 -4.17094
H -0.39410 -6.18509 -1.44481
H -0.37002 -5.18884 -0.02964
```

Löwdin population analysis, charges in e, atoms 1 to 6: number 1, Ta, carries 1.986; number 2, C, carries -0.013; number 3, C, carries -0.266; number 4, C, carries -0.177; number 5, C, carries -0.250; number 6, C, carries -0.017

Formula: C33H26FGeHfNO3Se2Te2
Source: the OMol25 dataset
Level of theory: wB97M-V/def2-TZVPD

Values from the calculation:
E_HOMO   -0.8 eV
Orbital gap   0.1590 Eh
Energy   -9117.4405 Eh
Total charge   -2
LUMO level   3.51 eV
Energy above the lowest of the compared OMol25 structures with the same formula, charge and spin   149.81 kJ/mol

The geometry in XYZ format:
```
70
C33H26FGeHfNO3Se2Te2 wB97M-V/def2-TZVPD
Hf 0.69379 -0.29817 -2.33194
C -2.83519 4.17489 2.66943
C -1.73623 4.98977 1.98079
C -2.30344 6.31155 1.46701
C -1.25638 7.04434 0.64154
C -0.81651 6.16293 -0.49166
C -0.44158 6.72071 -1.70813
C -0.02408 5.89922 -2.74004
F 0.33125 6.48007 -3.91383
C 0.04452 4.53448 -2.59803
C -0.30541 3.95935 -1.36730
C -0.15601 2.53457 -1.18157
O 0.21351 1.76808 -2.13243
C -0.39474 2.06962 0.14587
C -0.85697 2.90590 1.11136
N -1.13590 4.21608 0.89704
C -0.77312 4.77868 -0.31143
C -0.01197 0.67819 0.54481
O 0.25361 0.42997 1.70823
O 0.05622 -0.18173 -0.42775
H -3.48177 4.83025 3.24980
H -2.41762 3.43695 3.34669
H -3.43047 3.65332 1.92301
H -0.94041 5.21934 2.70859
H -2.61588 6.91797 2.32098
H -3.18042 6.11426 0.85024
H -0.39547 7.29738 1.27195
H -1.66425 7.97824 0.25050
H -0.47473 7.79037 -1.84305
H 0.37362 3.88705 -3.39488
H -0.99830 2.50843 2.10164
Se -3.31934 0.34968 -0.70510
Te -2.18240 -1.22490 -2.28800
Te -1.43112 0.40308 -4.28991
Se 2.83999 -0.05504 -3.44800
C -0.32672 -2.18892 -2.49916
Ge 0.26109 -2.86941 -0.80926
C 2.18163 -2.35125 -0.68771
C 2.72709 -1.35985 0.11881
C 4.09197 -1.11824 0.11561
C 4.93023 -1.85862 -0.69603
C 4.39745 -2.82940 -1.52487
C 3.03788 -3.06258 -1.52174
C -0.65809 -2.91583 0.97142
C 0.03359 -2.66529 2.14389
C -0.54852 -2.91238 3.37383
C -1.83134 -3.42746 3.44403
C -2.53571 -3.67498 2.27763
C -1.95040 -3.41234 1.05295
C 0.51906 -4.87193 -0.88556
C 1.24134 -5.48339 0.12575
C 1.42125 -6.85167 0.15612
C 0.87006 -7.63788 -0.84210
C 0.15187 -7.04600 -1.86514
C -0.01914 -5.67306 -1.87899
H 2.09220 -0.78337 0.78233
H 4.49948 -0.34173 0.75151
H 5.99489 -1.65812 -0.70883
H 5.04011 -3.39383 -2.18746
H 2.61729 -3.81477 -2.18171
H 1.03576 -2.26850 2.09700
H 0.00965 -2.71879 4.28189
H -2.27737 -3.65041 4.40720
H -3.53665 -4.08742 2.32448
H -2.50593 -3.60919 0.13920
H 1.67271 -4.86651 0.90369
H 1.98860 -7.31059 0.95759
H 1.00114 -8.71204 -0.82197
H -0.27594 -7.65510 -2.65206
H -0.57732 -5.20404 -2.67876
```

Löwdin population analysis, charges in e, atoms 1 to 6: number 1, Hf, carries 0.527; number 2, C, carries -0.038; number 3, C, carries -0.314; number 4, C, carries -0.151; number 5, C, carries -0.140; number 6, C, carries -0.149

Which value of total charge does entry 3 give? -2